# 1
C3H8N3P | ωB97M-V/def2-TZVPD

* frontier orbital gap (spin up / spin down): 7.60 / 7.60 eV
* HOMO energy (spin up / spin down): -7.6 / -7.6 eV

```
15
Properties=species:S:1:pos:R:3:forces:R:3
C -0.349769 0.431649 0.436264 -1.66 1.05 -0.45
C -0.703908 1.892737 0.036351 1.28 -1.10 -2.76
C -0.268621 -1.880240 -0.213496 -0.69 1.55 -2.97
N 0.691904 0.586353 1.374584 0.01 -0.17 1.96
N 1.388258 -0.159301 -1.009748 0.43 2.36 2.33
N 0.125350 -0.474053 -0.636683 -3.04 -0.68 0.71
P 2.153925 0.379265 1.019696 0.16 -0.56 -1.97
H -1.327861 0.046789 0.895715 1.62 -0.04 -0.65
H -1.570023 2.216779 0.482011 -2.28 0.50 0.92
H -0.767132 1.972918 -1.064139 -0.46 -0.30 0.38
H 0.010485 2.641669 0.255639 1.22 0.31 0.66
H -1.289278 -2.201401 -0.497112 0.05 1.08 -0.40
H 0.286936 -2.558827 -0.798130 1.36 -0.99 0.08
H -0.328059 -1.945482 0.804440 0.94 -0.69 2.82
H 1.947792 -0.948853 -1.085392 1.06 -2.33 -0.65
```
Forces are in eV/Å.



# 2
C7H16OSi | ωB97M-V/def2-TZVPD

* frontier orbital gap: 8.09 eV
* structure (SMILES): C/C=[SiH]\O.C/C=C\CC
* HOMO energy: -7.9 eV

```
25
Properties=species:S:1:pos:R:3:forces:R:3
C 4.112169 -0.556803 1.544742 -4.08 -1.60 -2.03
C 3.446642 -0.439470 0.072881 -0.71 2.65 0.00
Si 1.965040 0.611300 -0.169692 0.30 -2.31 3.00
O 0.829125 0.545046 1.218949 0.90 -1.12 -1.48
H 4.538074 -1.556310 1.547294 0.34 0.30 0.81
H 3.406930 -0.270004 2.357651 -0.02 -1.18 -0.53
H 4.694002 0.260088 1.585239 3.24 2.21 0.06
H 4.245489 -0.370273 -0.735617 -1.16 -0.27 0.94
H 1.244224 1.240384 -1.316442 0.60 -0.36 0.30
H 0.497628 -0.350131 1.534489 0.96 1.68 -0.87
C -1.248805 -0.609891 -2.344729 1.80 -1.04 -1.71
C -1.024869 0.732961 -1.730669 -2.29 -0.58 -0.85
C -1.652026 0.975499 -0.588799 -0.26 -0.41 1.16
C -2.391808 -0.149389 0.136364 -0.52 -0.47 0.31
C -2.862979 0.205477 1.574926 1.04 1.49 -2.19
H -1.791725 -1.282928 -1.737889 -0.55 -0.51 0.61
H -1.762250 -0.652878 -3.349563 0.72 0.52 0.87
H -0.239293 -1.114023 -2.455084 -0.91 0.39 -0.29
H -0.673657 1.436193 -2.456015 0.63 0.82 0.34
H -1.638873 1.891309 -0.010069 0.20 0.37 -0.43
H -1.730060 -0.986005 0.257279 0.56 -0.57 -0.11
H -3.197168 -0.541677 -0.518697 0.11 0.36 0.52
H -1.927881 0.603179 1.993104 -0.63 0.39 0.49
H -3.204065 -0.584713 2.195612 -0.44 -0.86 0.18
H -3.633861 0.963070 1.394736 0.15 0.11 0.90
```
Forces are in eV/Å.



# 3
CHFIPS | ωB97M-V/def2-TZVPD

* frontier orbital gap: 8.69 eV
* structure (SMILES): FC(=S)PI
* HOMO energy: -9.0 eV

```
6
Properties=species:S:1:pos:R:3:forces:R:3
F -0.955828 -0.416687 2.667465 -0.80 -0.36 0.43
C -0.621660 0.732406 2.182467 3.22 1.20 -1.32
S -1.330572 2.162206 2.306675 -0.02 -0.86 0.01
P 1.417257 0.522627 1.202730 -0.60 0.55 4.97
I 1.450610 -1.849066 1.288468 0.30 -0.78 -0.10
H 0.760206 0.571134 0.120366 -2.11 0.24 -3.98
```
Forces are in eV/Å.



Record-wise energy above the lowest of the compared OMol25 structures with the same formula, charge and spin values, in kJ/mol: 169.00, 468.44, 181.47